# 1
C43H112CuN5O16 as an isolated structure. Source: the Open Molecules 2025 dataset; level of theory: ωB97M-V/def2-TZVPD.

XYZ file:
```
177
Properties=species:S:1:pos:R:3:forces:R:3
Cu 4.65476 -0.14369 2.57281 -0.908 -0.102 -0.480
C 0.89825 0.88073 2.76360 0.557 0.328 0.736
C 1.46743 0.24178 1.49983 -1.257 -0.479 1.299
C 0.52672 0.62735 0.36551 1.479 -0.650 -1.609
O 2.84346 0.30473 1.30212 -0.529 0.590 0.184
H 1.28678 0.40103 3.66196 0.279 0.255 0.013
H -0.18640 0.83615 2.86187 -0.095 -0.425 -0.472
H 1.08031 1.95497 2.79448 0.412 0.097 0.033
H 1.25169 -0.82218 1.59751 0.201 -0.794 0.099
H 0.81200 0.02986 -0.50035 0.354 0.252 -0.468
H 0.69118 1.67706 0.12231 -0.755 -0.012 0.019
H -0.49173 0.26476 0.50483 -0.063 0.760 0.699
C -1.33250 5.52842 -7.74932 -0.195 0.925 0.612
O -0.30731 4.98809 -6.95536 0.092 -2.064 -0.869
C 0.10747 3.68605 -7.45118 1.209 0.840 1.116
C 1.16989 3.16316 -6.43238 -1.371 0.327 -0.927
N 0.49504 2.98423 -5.14795 0.400 -0.590 1.333
C 1.19843 2.15155 -4.16272 0.561 -0.888 -0.276
C 0.74864 2.45545 -2.73202 0.437 0.480 -2.032
O 1.03153 3.84120 -2.55510 -0.411 -0.867 1.411
C 0.52034 4.27642 -1.29366 0.196 1.024 -0.629
H -0.99417 5.86066 -8.73077 0.182 -0.116 -0.161
H -1.64016 6.40386 -7.17743 -0.276 0.133 -0.297
H -2.19790 4.87608 -7.86618 0.013 -0.275 0.042
H 0.49603 3.77016 -8.46609 0.480 0.317 -0.079
H -0.66543 2.92505 -7.55888 -0.660 0.271 0.566
H 1.99249 3.87202 -6.33782 0.214 -0.026 -0.253
H 1.50750 2.22503 -6.87289 0.264 -0.207 0.416
H 0.56569 3.84791 -4.62915 -0.644 0.810 -0.626
H 2.28152 2.25825 -4.22300 0.396 0.403 0.083
H 1.07833 1.08353 -4.34442 -0.430 -0.248 -0.158
H 1.28386 1.81945 -2.02693 0.043 0.051 0.102
H -0.32068 2.24427 -2.73977 -0.286 0.234 0.531
H 0.88828 5.29480 -1.16868 -0.140 0.056 0.035
H 0.87033 3.71714 -0.42600 0.156 -0.417 -0.105
H -0.56942 4.29944 -1.29731 -0.092 -0.120 0.069
C -0.31254 4.90216 2.09500 -0.505 1.023 0.409
O -1.42838 4.42474 1.36008 0.213 -0.502 0.368
C -2.26086 3.61461 2.19071 0.094 -0.656 -0.487
C -3.33339 2.92887 1.36060 -0.028 0.272 0.398
N -4.35487 3.82892 0.92009 -0.364 -0.402 0.143
C -5.27997 3.19943 -0.01338 0.280 1.538 -0.803
C -6.18945 4.24848 -0.64044 -0.792 0.178 -0.831
O -5.50953 5.14533 -1.53480 1.754 -0.066 1.061
C -6.19367 6.25393 -2.12164 -1.306 -1.576 0.223
H 0.43366 4.16837 2.39968 -0.057 -0.500 -0.330
H -0.65336 5.35692 3.02514 -0.094 -0.017 0.243
H 0.16379 5.72451 1.56119 0.003 -0.260 -0.384
H -2.65272 4.18745 3.03118 -0.236 0.188 -0.062
H -1.69677 2.78153 2.61009 0.571 -0.031 0.254
H -3.80574 2.13409 1.93795 -0.003 -0.058 0.414
H -2.85830 2.40598 0.53055 0.458 -0.074 -0.396
H -3.90217 4.64888 0.54218 -0.313 0.148 -0.472
H -5.91817 2.43153 0.42380 0.001 0.185 0.592
H -4.78508 2.68903 -0.83961 0.482 -0.109 -0.258
H -6.76408 4.73877 0.14539 0.197 0.498 0.093
H -6.92081 3.68778 -1.22253 -0.324 -0.062 -0.258
H -6.54035 7.01668 -1.42441 0.151 -0.098 0.311
H -7.05120 5.73480 -2.54972 -0.609 0.783 -0.460
H -5.64073 6.73632 -2.92765 0.454 -0.427 0.284
C 3.91415 0.58963 5.58136 0.660 1.248 0.092
O 3.58219 -0.25005 4.49114 -0.205 -2.104 1.385
C 3.26447 -1.61305 5.02898 -0.216 -0.285 -2.058
C 3.01980 -2.49292 3.75258 -0.290 0.613 0.836
N 4.24084 -2.49743 2.93165 -0.193 0.409 0.698
C 4.03512 -2.93201 1.57612 -1.687 -0.025 -1.007
C 5.09326 -2.43242 0.62147 0.613 -1.029 0.212
O 5.46210 -1.10839 0.84412 0.256 1.768 -0.336
C 6.56132 -0.71091 -0.00600 0.797 -0.828 0.258
H 4.13889 1.57147 5.16470 -0.091 0.022 -0.002
H 4.82028 0.28294 6.10383 0.016 -0.383 -0.020
H 3.12243 0.72940 6.31740 -0.309 -0.325 -0.144
H 2.39313 -1.56359 5.68200 -0.160 0.233 -0.272
H 4.04745 -2.08541 5.62221 0.584 0.631 -0.059
H 2.14289 -2.09386 3.24278 0.304 0.416 -0.446
H 2.71313 -3.52079 3.94636 0.058 -0.102 0.698
H 4.80691 -3.20408 3.37921 0.703 0.260 0.142
H 3.02330 -2.64183 1.29308 -0.016 0.592 -0.206
H 3.95139 -4.01453 1.47992 0.422 -0.285 -0.010
H 4.85988 -2.54398 -0.43739 -0.337 -0.353 0.032
H 5.93940 -3.06955 0.87878 0.589 -0.059 -0.450
H 6.40575 -0.77917 -1.08268 -0.889 0.060 0.048
H 7.35709 -1.43166 0.18206 0.297 0.052 0.141
H 6.95927 0.27974 0.21387 -0.545 -0.040 0.377
C -2.67481 -7.03691 0.59430 -0.213 -0.254 0.249
O -1.58241 -6.99025 -0.29356 -0.293 -0.827 -0.558
C -1.71144 -7.86519 -1.46046 0.477 1.063 0.114
C -0.40367 -7.65496 -2.24764 -1.935 -1.071 1.671
N -0.23440 -6.28251 -2.59849 0.725 0.802 -0.691
C 1.13248 -6.02333 -3.06507 -0.484 0.461 -0.006
C 1.44661 -4.52606 -3.06889 0.387 -1.272 -0.103
O 1.46368 -4.05658 -1.71937 0.439 0.162 -0.929
C 1.73106 -2.66023 -1.72808 -0.253 -0.278 0.472
H -3.01921 -8.04397 0.82949 0.070 -0.263 -0.299
H -3.52492 -6.48480 0.19355 -0.275 0.068 -0.013
H -2.41082 -6.61621 1.56458 0.297 0.293 -0.192
H -2.58301 -7.61734 -2.06630 -0.226 0.467 0.016
H -1.84032 -8.91820 -1.21015 0.230 -0.019 0.496
H -0.49989 -8.36099 -3.07249 0.592 0.321 -0.373
H 0.30753 -8.00229 -1.49820 0.811 -0.167 -0.341
H -0.31774 -5.70229 -1.77600 -0.298 -0.267 0.399
H 1.27242 -6.50055 -4.03501 0.024 0.347 -0.213
H 1.87378 -6.47772 -2.40773 0.150 -0.179 0.288
H 0.77533 -3.92987 -3.68700 -0.332 0.005 -0.021
H 2.44550 -4.45462 -3.49926 0.193 0.354 -0.037
H 2.41840 -2.27267 -2.48003 0.245 -0.537 -0.272
H 2.18856 -2.44272 -0.76294 -0.444 0.416 0.085
H 0.77626 -2.17483 -1.93021 -0.089 0.626 0.394
C -7.22160 -4.77888 -3.90123 -0.420 -0.859 -0.036
O -5.90244 -5.11566 -3.44323 0.227 1.397 0.841
C -5.45543 -4.07703 -2.55601 -0.772 -0.870 -0.631
C -4.11760 -4.36067 -1.92895 -2.518 -1.309 -0.689
N -3.74891 -3.20686 -1.16928 3.567 -4.055 -1.125
C -2.40183 -3.55439 -0.65167 0.611 1.942 2.781
C -1.89887 -2.57038 0.43334 0.429 0.621 0.721
O -2.57352 -2.70889 1.67048 -1.041 -0.519 -1.115
C -2.15773 -1.86826 2.71280 1.004 -0.273 0.185
H -7.58015 -5.63848 -4.46747 0.209 0.153 -0.170
H -7.29636 -3.87442 -4.50495 0.503 0.044 -0.130
H -7.93589 -4.66393 -3.08595 0.187 0.038 0.402
H -6.11911 -4.01304 -1.69374 -0.612 0.431 -0.242
H -5.35826 -3.14155 -3.10696 -0.432 0.339 0.022
H -3.43736 -4.58204 -2.75136 0.914 0.532 -0.272
H -4.15118 -5.34183 -1.45536 0.197 0.305 0.856
H -3.67337 -2.49026 -1.87702 -0.522 2.621 0.046
H -1.71156 -3.42594 -1.48541 -0.011 0.023 -0.387
H -2.29167 -4.57344 -0.28086 -0.562 -0.027 -0.200
H -1.89718 -1.53330 0.09784 -0.868 0.361 -0.406
H -0.82753 -2.64411 0.62022 0.432 -0.972 -0.210
H -2.04830 -0.81925 2.43765 -0.503 0.220 -0.185
H -1.16069 -2.17642 3.02752 0.367 -0.099 0.176
H -2.80553 -2.01470 3.57710 -0.208 0.149 -0.331
C 5.16375 1.47172 -3.10564 -0.121 0.904 0.284
C 4.45591 1.61803 -1.76614 0.711 -0.760 0.323
O 3.66883 0.45245 -1.50369 -0.307 0.199 -0.525
H 5.62610 0.48922 -3.20074 -0.322 -0.045 -0.149
H 5.97165 2.20122 -3.16245 0.116 0.064 0.125
H 4.51309 1.74691 -3.93570 -0.083 -0.554 -0.065
H 3.89014 2.53954 -1.62900 -0.261 0.090 -0.483
H 5.20508 1.62758 -0.97447 0.411 0.258 0.108
H 3.41306 0.51181 -0.58030 -0.175 -0.290 0.367
C 0.06446 2.76325 5.97373 0.476 -0.414 -0.406
C 1.42401 3.35517 5.57336 -0.816 0.273 0.344
O 1.22993 4.67017 5.05131 -0.005 -0.294 0.080
H -0.48832 2.31566 5.14777 0.023 0.192 -0.314
H -0.59317 3.49401 6.44449 0.290 0.110 0.063
H 0.24221 1.94393 6.67030 -0.118 0.116 0.185
H 1.97105 2.76480 4.83830 -0.163 -0.403 -0.113
H 2.01782 3.34958 6.48740 0.296 0.388 0.080
H 2.08597 5.02609 4.80205 0.074 0.157 0.058
C -0.29113 -0.90923 5.91937 -0.444 -1.463 -0.018
C -0.34382 -1.00641 7.44342 0.499 1.067 -0.894
O -0.94180 0.17002 7.93291 -0.164 0.081 0.700
H -1.29757 -0.87145 5.50253 -0.260 0.503 0.110
H 0.00981 -1.89613 5.56784 0.646 -0.043 -0.363
H 0.30914 -0.10460 5.49474 0.008 -0.110 0.314
H 0.67318 -0.98349 7.83493 0.032 -0.174 0.140
H -0.81427 -1.93262 7.77348 -0.226 0.028 0.035
H -1.82571 0.25142 7.56728 -0.153 -0.017 0.032
C 3.77565 3.66306 1.41718 0.193 0.470 0.898
C 4.48764 2.99357 2.60929 -2.022 2.235 -0.205
O 5.27943 1.98864 2.12640 1.402 -2.020 -0.105
H 3.02399 4.37776 1.75233 -0.328 -0.225 0.087
H 3.34457 2.89905 0.77023 -0.006 0.177 -0.085
H 4.48938 4.31065 0.90796 0.135 -0.331 -0.467
H 3.74958 2.59758 3.30682 0.092 -0.261 -0.042
H 5.07724 3.74859 3.12932 0.069 -0.011 0.262
H 5.95369 2.41500 1.59238 0.321 -0.348 -0.207
C -2.87661 0.93941 -2.05316 0.159 -0.947 -0.303
C -2.20884 -0.18982 -2.89239 0.113 1.888 1.046
O -3.09345 -1.27313 -3.05098 -0.574 -1.091 -0.154
H -2.15332 1.73229 -1.86264 -0.202 0.104 -0.236
H -3.24855 0.62400 -1.07833 0.260 -0.455 0.130
H -3.77556 1.30232 -2.55143 0.287 0.258 -0.297
H -1.29621 -0.56542 -2.42962 0.247 0.180 0.273
H -1.93218 0.22286 -3.86257 -0.061 -0.013 -0.125
H -2.63478 -1.85764 -3.65890 -0.224 -0.254 -0.445
```
Positions in Å, forces in eV/Å.

Properties
**LUMO (spin up / spin down)**: -3.78 / -9.03 eV
**Highest occupied orbital energy (spin up / spin down)**: -11.93 / -11.93 eV
**Net charge**: +2
**Spin multiplicity**: 3

Löwdin atomic charge list, values in e, 8 entries: number 1, Cu, carries 0.5344; number 2, C, carries -0.0366; number 3, C, carries -0.4841; number 4, C, carries -0.0217; number 5, O, carries -0.0261; number 6, H, carries 0.0529; number 7, H, carries 0.0694; number 8, H, carries 0.0716

# 2
C43H30AsBr2N4ORe as an isolated structure. Source: the Open Molecules 2025 dataset; level of theory: ωB97M-V/def2-TZVPD.

XYZ file:
```
82
Properties=species:S:1:pos:R:3:forces:R:3
Re 0.27875 -0.08355 0.27656 -0.705 2.790 -0.093
C 1.77975 4.00010 -1.02556 0.010 0.052 0.215
C 2.54746 3.85070 1.06669 -0.304 -0.068 -0.039
C 2.02336 3.08899 2.24637 0.187 0.298 0.012
C 1.09956 2.16170 2.03999 -0.169 -0.166 -0.030
N 0.69487 1.92240 0.68920 1.207 -0.656 0.825
C 0.76296 2.86228 -1.23886 -0.378 -0.325 -0.146
C 0.40971 1.23733 2.94124 -0.166 -0.036 -0.107
C 0.24646 1.37279 4.30716 0.078 0.076 0.062
C -0.55398 0.46463 4.97840 -0.079 -0.108 0.040
C -1.22776 -0.53359 4.27313 -0.004 0.049 0.338
C -1.03655 -0.62511 2.91819 0.029 -0.071 -0.277
N -0.19122 0.21497 2.27948 0.012 -0.333 0.034
C -1.70440 -1.55809 1.99543 0.289 0.151 -0.106
C -2.65483 -2.48173 2.35043 -0.276 -0.260 0.053
C -3.22942 -3.27706 1.36119 -0.015 0.002 0.152
C -2.83665 -3.11388 0.04341 -0.002 -0.106 -0.024
C -1.87653 -2.16967 -0.24773 0.220 -0.130 0.335
N -1.31490 -1.40005 0.70587 0.064 -0.599 -0.251
H 2.08687 4.54840 -1.90940 -0.031 0.020 -0.001
H 3.45229 4.38438 1.33848 0.016 0.079 -0.077
H 2.40812 3.29430 3.23985 -0.003 -0.025 -0.066
H 0.42966 2.62267 -2.24366 0.087 0.063 -0.034
H 0.71742 2.19609 4.82904 -0.025 -0.043 -0.013
H -0.68753 0.55049 6.04955 -0.007 -0.001 -0.026
H -1.89230 -1.21650 4.78475 0.026 0.048 0.008
H -2.95281 -2.58874 3.38470 -0.021 -0.020 -0.042
H -3.97781 -4.01474 1.62287 0.015 0.031 0.007
H -3.26259 -3.70914 -0.75257 0.011 -0.001 0.019
H -1.53039 -2.01015 -1.25886 0.025 0.026 -0.058
C -3.40548 0.59351 -0.43934 0.075 0.067 0.007
C -2.46914 1.71928 -0.15309 -0.516 0.045 -0.006
C -3.02946 2.97504 0.34855 0.003 -0.459 -0.167
C -2.24169 3.99601 0.71430 0.437 0.215 0.061
C -0.80603 3.94471 0.48971 -0.546 -0.111 -0.041
C 0.09216 4.93049 0.68717 0.280 0.112 0.121
Br -0.40197 6.56018 1.44656 -0.021 0.050 0.040
C 1.53938 4.81818 0.27502 -0.021 -0.249 0.061
C 2.74189 3.02770 -0.25390 -0.174 0.288 0.043
Br 4.49714 2.56523 -0.77952 0.033 -0.018 -0.036
C 1.66798 1.94700 -0.42561 0.654 -0.641 -0.553
O 1.82903 0.61020 -0.73322 0.130 -0.129 0.067
C -0.29616 2.68959 -0.10677 -0.244 0.045 -0.243
N -1.19299 1.55253 -0.32792 -0.056 -0.029 -0.004
H -4.09488 0.90518 -1.22860 0.004 0.069 0.026
H -4.01888 0.36451 0.43568 0.014 0.006 -0.012
H -2.86964 -0.29122 -0.77299 -0.270 0.379 -0.056
H -4.10137 3.02367 0.48918 0.028 -0.031 -0.089
H -2.66500 4.88373 1.16744 -0.007 0.012 -0.048
H 1.97552 5.80926 0.21320 -0.014 0.048 0.043
C 0.78586 -6.54338 0.52057 -0.003 0.010 -0.010
C 0.70777 -5.58709 1.52933 -0.034 -0.013 -0.001
C 0.91711 -4.25087 1.22840 -0.067 -0.102 -0.078
C 1.21345 -3.89130 -0.08438 -0.204 0.188 -0.005
C 1.28261 -4.83260 -1.10236 -0.060 -0.174 0.143
C 1.06804 -6.16947 -0.78630 -0.038 -0.021 -0.029
As 1.69912 -2.08168 -0.45430 0.350 -0.537 0.136
C 2.45318 -1.92944 -2.19594 -0.478 0.033 0.098
C 1.80071 -1.97853 -3.41829 0.011 -0.054 0.158
C 2.55536 -1.83718 -4.57055 -0.007 0.015 -0.088
C 3.92502 -1.63292 -4.47219 0.170 0.023 0.062
C 4.55677 -1.57633 -3.23335 0.244 0.057 -0.263
C 3.82282 -1.72153 -2.06980 0.240 0.045 0.283
C 4.35769 -1.66361 -0.67821 -0.030 0.024 -0.483
C 5.68322 -1.50116 -0.31830 0.359 0.057 0.064
C 6.04261 -1.46715 1.02647 0.059 0.013 -0.165
C 5.08734 -1.59415 2.02608 0.064 0.018 0.046
C 3.75557 -1.76033 1.68272 -0.124 -0.026 -0.064
C 3.42105 -1.79994 0.33814 -0.397 0.041 0.265
H 0.62998 -7.58795 0.75829 0.013 0.031 -0.005
H 0.49790 -5.88856 2.54783 0.007 -0.002 -0.029
H 0.87129 -3.50493 2.01553 0.041 0.018 0.030
H 1.51686 -4.54368 -2.11754 0.048 0.004 -0.032
H 1.13025 -6.91902 -1.56503 -0.003 0.013 0.036
H 0.73152 -2.13750 -3.48730 -0.011 -0.006 0.027
H 2.07818 -1.88706 -5.54025 0.027 0.011 0.010
H 4.51145 -1.51316 -5.37440 0.000 -0.025 0.042
H 5.62685 -1.41538 -3.18448 -0.034 -0.007 -0.048
H 6.44779 -1.40774 -1.08024 0.000 -0.010 0.057
H 7.08386 -1.34694 1.29672 -0.022 -0.007 -0.029
H 5.38183 -1.57759 3.06720 0.011 0.005 -0.027
H 3.00761 -1.87812 2.45896 -0.016 -0.027 -0.024
```
Positions in Å, forces in eV/Å.

Properties
**LUMO (spin up / spin down)**: -9.94 / -10.61 eV
**Highest occupied orbital energy (spin up / spin down)**: -15.46 / -15.46 eV
**Net charge**: +3
**Spin multiplicity**: 2

Löwdin atomic charge list, values in e, 8 entries: number 1, Re, carries 1.5669; number 2, C, carries -0.0827; number 3, C, carries -0.1373; number 4, C, carries 0.1202; number 5, C, carries -0.1290; number 6, N, carries -0.0644; number 7, C, carries 0.0057; number 8, C, carries -0.1386